*P*
This record from the OMol25 dataset describes a gas-phase ion, C3H9N2S (charge +1). The level of theory is the ωB97M-V functional and the def2-TZVPD basis.

Structure (XYZ):
```
15
Properties=species:S:1:pos:R:3:mulliken_charge:R:1
C 0.4593 -0.4931 0.2317 0.37
C 1.5151 -0.4915 -0.8429 -1.50
C -0.7513 0.5549 0.1559 -0.17
N -1.0332 0.8919 -1.1582 -0.07
N 0.7337 -0.9995 1.3753 -0.36
S -2.1330 -0.1453 1.2694 -0.10
H 1.8541 0.5030 -0.9438 0.38
H 2.2426 -1.2601 -0.7513 0.38
H 1.2610 -0.5659 -1.8494 0.40
H -0.5877 1.4294 0.7066 0.42
H -1.5575 1.7104 -1.2108 0.30
H -0.8532 0.2251 -1.8506 0.27
H 0.2120 -0.6610 2.1776 0.21
H 1.3728 -1.7694 1.2911 0.24
H -2.7347 1.0711 1.3994 0.22
```

## Properties
E_HOMO (spin up / spin down) in eV: -10.1 / -14.5
<S²>: 2.016
Gap between HOMO and LUMO (spin up / spin down) in eV: 6.76 / 5.94
Charge: +1
Multiplicity: 3

=====

*Q*
This record from the OMol25 dataset describes a gas-phase ion, C3H9N2S (charge +1). The level of theory is the ωB97M-V functional and the def2-TZVPD basis.

Structure (XYZ):
```
15
Properties=species:S:1:pos:R:3:mulliken_charge:R:1
C 0.5503 0.6168 -0.0780 0.65
C -0.4356 -1.6002 -0.3099 -1.19
C -0.5905 -0.2828 0.4599 -0.34
N 1.4579 0.9826 0.8039 -0.41
N 0.6552 0.9708 -1.3196 -0.40
S -2.1375 0.7878 0.0396 0.04
H -0.2647 -1.5697 -1.4574 0.31
H 0.3161 -2.0654 0.2202 0.38
H -1.2749 -2.1648 -0.1050 0.43
H -0.7631 -0.4982 1.5696 0.40
H 1.6317 0.7295 1.7455 0.21
H 2.3210 1.4472 0.5764 0.18
H -0.1681 0.7286 -1.8127 0.22
H 1.5263 1.4018 -1.5135 0.22
H -2.8241 0.5159 1.1810 0.28
```

## Properties
E_HOMO (spin up / spin down) in eV: -9.1 / -15.1
<S²>: 2.007
Gap between HOMO and LUMO (spin up / spin down) in eV: 5.72 / 7.58
Charge: +1
Multiplicity: 3

=====

Least stable of them? *Q*.

=====

*P*
This record from the OMol25 dataset describes a single C4H8S3 molecule. The level of theory is the ωB97M-V functional and the def2-TZVPD basis.

Structure (XYZ):
```
15
Properties=species:S:1:pos:R:3:mulliken_charge:R:1
C -1.9075 -1.4359 -0.0994 -1.05
C -0.9636 -0.3256 0.2152 0.27
C 0.1138 -0.1174 -0.4845 -0.63
C 1.3371 1.0832 -0.0532 0.14
S 3.0245 0.3806 -0.3891 -0.25
S 1.3736 1.5443 1.7261 -0.17
S 0.9123 2.4260 -1.1745 -0.14
H -1.6351 -2.0208 -1.0515 0.31
H -2.0543 -2.1088 0.8222 0.25
H -2.9647 -1.0977 -0.2362 0.29
H -1.0671 0.1151 1.2151 0.29
H -0.0057 -0.5129 -1.5361 0.18
H 3.8334 1.4265 0.0079 0.17
H 2.3849 0.6779 2.2379 0.18
H -0.2822 2.4450 -0.6278 0.15
```

## Properties
E_HOMO in eV: -9.1
Gap between HOMO and LUMO in eV: 9.64
Charge: 0
Multiplicity: 1
SMILES string: C/C=C/C(S)(S)S

=====

*Q*
This record from the OMol25 dataset describes a single C4H8S3 molecule. The level of theory is the ωB97M-V functional and the def2-TZVPD basis.

Structure (XYZ):
```
15
Properties=species:S:1:pos:R:3:mulliken_charge:R:1
C -0.0952 1.7829 0.1779 -1.30
C -0.0573 0.4494 -0.4446 0.41
S 0.5282 0.7898 -2.2110 -0.20
S -1.7130 -0.4774 -0.3108 -0.14
C -0.4904 -1.7871 0.2351 -0.51
C 0.7402 -0.7959 0.2328 -0.45
S 1.3610 -0.4775 1.8962 -0.16
H -1.0699 2.2187 -0.2309 0.31
H 0.7188 2.2818 -0.2517 0.39
H -0.3064 1.8400 1.2223 0.42
H -0.4599 0.2227 -2.8420 0.15
H -0.2449 -2.4103 -0.6469 0.28
H -0.6591 -2.3492 1.1877 0.35
H 1.5666 -1.2436 -0.3710 0.34
H 0.1814 -0.0444 2.3570 0.10
```

## Properties
E_HOMO in eV: -9.0
Gap between HOMO and LUMO in eV: 9.64
Charge: 0
Multiplicity: 1
SMILES string: C[C@]1(S)SC[C@@H]1S

=====

*R*
This record from the OMol25 dataset describes a single C4H8S3 molecule. The level of theory is the ωB97M-V functional and the def2-TZVPD basis.

Structure (XYZ):
```
15
Properties=species:S:1:pos:R:3:mulliken_charge:R:1
C 0.2843 1.7541 0.2098 -0.83
C -0.4392 0.6918 -0.1637 0.33
S -2.2891 0.8359 -0.5640 -0.19
C 0.1258 -0.6601 0.0053 0.60
C 1.6429 -0.6599 0.0627 -2.08
S -0.6245 -1.5580 1.3727 -0.11
S -0.1420 -1.5888 -1.6625 -0.10
H -0.2186 2.6738 0.4096 0.16
H 1.3065 1.7479 0.1172 0.34
H -2.3983 1.9780 0.2161 0.14
H 1.9452 -1.8054 0.1066 0.42
H 2.0720 -0.2416 1.0109 0.40
H 1.9520 -0.1521 -0.7794 0.60
H -1.9017 -1.1570 0.9146 0.18
H -1.3152 -1.8586 -1.2559 0.14
```

## Properties
E_HOMO in eV: -8.9
Gap between HOMO and LUMO in eV: 9.41
Charge: 0
Multiplicity: 1
SMILES string: C=C(S)C(C)(S)S

=====

Least stable of them? *P*.